12
Properties=species:S:1:pos:R:3:forces:R:3:lowdin_charge:R:1 method="wB97M-V/def2-TZVPD" smiles="C#C/C=C/SC" total_energy_ev=-16111.390 max_force_ev_per_a=5.09 lumo_energy_ev=0.5 e_above_lowest_kcal_mol=118.7 homo_ha=-0.29493
C 0.1840 0.0444 2.5320 -0.526 1.580 4.102 -0.563
C 0.2034 -0.0174 -0.2092 2.669 1.608 -0.415 -0.377
C 0.7705 0.3998 -1.4358 -1.722 -1.186 1.266 -0.221
C -0.2178 -0.0074 -2.4968 -0.779 -1.149 -1.310 -0.224
C -1.1323 -0.5262 -3.1727 -1.654 0.962 0.345 0.014
H 1.1558 0.2210 3.2987 -3.404 -0.124 -0.781 0.079
H -0.8518 0.6900 2.6591 2.723 -1.673 0.652 0.086
H -0.0644 -1.0156 2.7159 0.450 0.282 -1.090 0.034
H -0.6022 -0.8230 0.0304 1.351 1.929 -0.895 0.120
H 1.8436 1.0186 -1.4958 -3.516 -1.660 -0.120 0.155
H -2.3097 -0.7854 -3.6703 4.679 0.938 1.766 0.130
S 1.0208 0.8012 1.2445 -0.271 -1.507 -3.519 0.766

=====

14
Properties=species:S:1:pos:R:3:forces:R:3:lowdin_charge:R:1 method="wB97M-V/def2-TZVPD" total_energy_ev=-15632.594 max_force_ev_per_a=3.61 lumo_energy_ev=0.6 e_above_lowest_kcal_mol=0.0 homo_ha=-0.25001
O -0.7242 1.0992 -0.9424 -1.676 -1.033 0.523 -0.228
O 0.4452 -0.5321 0.0374 0.601 -0.427 0.053 -0.010
O -1.6726 -0.3832 0.4733 0.277 -0.503 -0.313 0.019
C 1.7453 0.1424 -0.3088 -0.848 -1.614 0.740 -0.524
C 2.8322 -0.7955 0.1234 0.596 -0.110 0.074 -0.167
C -0.6432 0.0716 -0.2306 -0.560 0.327 0.680 -0.663
H 3.7331 -0.1961 0.3319 -0.207 -0.203 -0.095 0.067
H 2.6130 -1.3678 1.0514 -0.134 0.510 -0.458 0.080
H 3.1296 -1.5499 -0.6371 -0.301 0.400 0.232 0.072
Pb 1.2111 1.9232 -1.1933 2.339 2.425 -1.287 1.084
C -2.9256 0.2780 0.3367 -0.415 0.397 -0.093 -0.033
H -3.5522 -0.1061 1.1468 0.205 0.080 -0.207 0.100
H -3.3970 0.0541 -0.6286 0.204 0.043 0.196 0.103
H -2.7947 1.3624 0.4398 -0.083 -0.291 -0.045 0.101

=====

13
Properties=species:S:1:pos:R:3:forces:R:3:lowdin_charge:R:1 method="wB97M-V/def2-TZVPD" smiles=[O-][N+]#CBr.CC#CN total_energy_ev=-79293.232 max_force_ev_per_a=2.92 lumo_energy_ev=-0.4 e_above_lowest_kcal_mol=126.9 homo_ha=-0.32140
C 0.5934 -1.2358 -0.0042 0.069 -0.979 -0.090 -0.150
C -1.9935 1.7202 0.2097 -0.566 -0.469 1.408 -0.581
C 1.2517 -0.3571 0.4239 1.210 1.831 1.044 -0.167
C -0.2892 -2.1376 -0.6598 -0.757 -1.280 -0.496 -0.129
N -1.0203 2.3162 -0.0337 -1.491 -0.867 -0.889 -0.229
N 2.0547 0.7061 0.8229 1.154 -2.193 -1.537 0.059
O -0.1984 2.8417 -0.6843 2.255 1.372 -0.515 0.043
Br -2.9282 0.9266 1.5354 -0.172 -0.107 0.011 0.777
H -0.4399 -1.7082 -1.6788 -0.654 -0.672 0.722 0.092
H 0.0418 -3.2028 -0.7532 0.182 0.971 0.024 0.085
H -1.1661 -2.2083 0.0089 -0.249 0.151 -0.941 0.077
H 1.4827 1.4888 0.8478 -1.245 2.006 0.439 0.021
H 2.6113 0.8502 -0.0346 0.263 0.239 0.819 0.103

=====

49
Properties=species:S:1:pos:R:3:forces:R:3:lowdin_charge:R:1 method="wB97M-V/def2-TZVPD" smiles="CN(c1ccccc1C(=O)N1CCN(c2cccc(Cl)c2)CC1)S(C)(=O)=O" total_energy_ev=-54030.574 max_force_ev_per_a=1.43 lumo_energy_ev=0.6 e_above_lowest_kcal_mol=19.1 homo_ha=-0.27860
C 1.5376 2.5358 2.0373 0.042 0.087 0.562 -0.057
N 1.3095 2.0440 0.6927 -0.712 -0.477 -0.225 -0.228
S -0.2201 1.4767 0.3525 -0.601 1.178 -0.543 0.639
O -0.8830 0.9178 1.4925 0.219 0.292 0.324 -0.266
O -0.1065 0.6799 -0.8346 0.208 0.228 -0.106 -0.270
C -1.0777 3.0021 -0.0955 0.414 -0.762 0.224 -0.089
H -2.0739 2.7167 -0.4114 -0.187 -0.131 -0.006 0.053
H -0.5311 3.4561 -0.9102 0.110 0.079 -0.131 0.067
H -1.1242 3.6527 0.7667 0.013 0.122 0.177 0.062
C 2.3605 1.3314 0.0581 0.418 -0.300 -0.473 -0.227
C 3.2350 2.0363 -0.7574 -0.068 -0.077 0.172 -0.001
C 4.2442 1.3769 -1.4358 0.080 -0.015 -0.007 -0.071
C 4.3747 0.0037 -1.3158 0.045 0.032 -0.046 -0.069
C 3.5006 -0.7055 -0.5116 -0.167 0.023 0.100 -0.016
C 2.4853 -0.0541 0.1787 0.374 0.249 0.018 -0.085
C 1.6598 -0.7899 1.1898 0.393 -0.302 0.218 -0.424
O 1.7396 -0.4771 2.3687 0.019 0.158 0.101 0.067
N 0.9487 -1.8558 0.7726 -0.260 -0.076 -0.004 -0.021
C 0.7046 -2.1983 -0.6161 0.022 -0.108 -0.517 -0.114
H 0.7173 -1.2845 -1.2135 0.057 -0.222 0.025 0.107
C -0.6753 -2.8694 -0.7280 0.167 0.024 -0.091 -0.131
N -1.6622 -2.1674 0.0514 0.334 0.007 0.088 -0.068
C -2.4314 -1.1566 -0.4771 -0.561 0.068 -0.254 -0.234
C -3.3754 -0.5110 0.3342 0.032 -0.014 -0.015 -0.064
C -4.1554 0.5048 -0.1773 0.162 -0.064 -0.181 -0.685
C -4.0737 0.9034 -1.4996 -0.061 0.080 0.011 -0.145
C -3.1745 0.2348 -2.3137 -0.054 -0.003 0.050 -0.087
C -2.3698 -0.7711 -1.8229 -0.004 -0.170 -0.057 -0.045
H -1.6618 -1.2222 -2.4968 0.118 -0.051 -0.033 0.100
H -3.0899 0.5183 -3.3524 0.027 0.016 -0.094 0.107
H -4.6949 1.6992 -1.8778 -0.078 0.060 -0.009 0.098
Cl -5.2712 1.3061 0.8783 -0.173 0.117 0.166 0.667
H -3.5021 -0.7904 1.3659 -0.002 -0.017 0.106 0.105
C -1.3619 -2.1705 1.4775 -0.092 -0.091 0.312 -0.123
H -2.0169 -2.8777 2.0038 0.066 0.079 0.101 0.129
C 0.1050 -2.5425 1.7273 -0.097 -0.070 0.303 -0.104
H 0.4000 -2.2121 2.7244 -0.082 -0.149 -0.122 0.128
H 0.2762 -3.6204 1.6448 -0.025 0.079 0.059 0.125
H -1.5141 -1.1647 1.8739 -0.035 -0.218 -0.001 0.093
H -0.6254 -3.8978 -0.3529 0.010 0.069 -0.153 0.124
H -0.9786 -2.9221 -1.7716 0.049 -0.084 0.062 0.116
H 1.4784 -2.8860 -0.9821 -0.088 0.033 -0.058 0.124
H 3.6184 -1.7729 -0.3971 -0.013 -0.114 -0.001 0.119
H 5.1607 -0.5146 -1.8440 0.067 -0.043 -0.035 0.105
H 4.9254 1.9342 -2.0612 0.048 0.044 -0.054 0.104
H 3.1163 3.1053 -0.8473 -0.067 0.110 -0.036 0.119
H 1.7747 1.7192 2.7237 -0.037 0.113 -0.069 0.083
H 2.3548 3.2572 2.0201 -0.078 0.042 -0.025 0.097
H 0.6236 3.0218 2.3689 0.050 0.171 0.169 0.083